Record 1
A molecular structure, C42H43Cl3CuGeNOSi. Source: OMol25; level of theory: ωB97M-V/def2-TZVPD.

XYZ file:
```
93
Properties=species:S:1:pos:R:3:forces:R:3:mulliken_charge:R:1
H -0.4264 1.1674 -6.5050 0.0 0.0 0.0 0.408
C -0.0032 2.1987 2.7787 0.0 0.0 0.0 1.610
C 3.3506 -3.8477 -2.3236 0.0 0.0 0.0 -0.871
H -4.7221 -0.1347 1.1930 0.0 0.0 0.0 0.435
C -0.2184 -0.8955 5.0051 0.0 0.0 0.0 -2.602
O 0.0887 0.2096 -0.3249 0.3 -0.2 0.1 2.674
C -2.0288 -2.8016 -2.1543 0.0 0.0 0.0 -0.613
H -0.2136 6.6892 -1.2722 0.0 0.0 0.0 0.370
H 1.4539 -0.8805 -2.4282 0.0 0.0 0.0 -0.075
C -0.7478 -2.8713 -1.6286 0.0 0.0 0.0 -0.147
H 2.4487 -1.2081 0.3366 0.1 -0.1 0.0 -0.682
C 2.2217 -4.0131 -1.5366 0.0 0.0 0.0 0.492
H 3.5624 -0.9403 3.7992 0.0 0.0 0.0 0.407
C 2.1439 1.0397 2.7080 0.1 0.1 0.0 -0.089
C -0.5860 2.8159 -1.4556 0.1 0.0 0.0 0.621
C -1.9278 1.3194 4.1071 0.0 0.0 0.0 -2.082
C -0.0285 0.4617 -3.1962 0.0 0.0 0.0 0.674
C 1.5421 -0.7860 -4.5673 0.0 0.0 0.0 -0.293
H -1.1739 3.9592 3.1997 0.0 0.0 0.0 0.518
H 3.9747 0.0151 2.1477 0.0 0.0 0.0 0.485
H -0.2751 -0.4683 6.0105 0.0 0.0 0.0 0.372
H -3.8012 -3.4914 0.6286 0.0 0.0 0.0 0.398
H 0.0929 -2.6736 -2.2726 0.0 0.0 0.0 0.346
H -6.3109 -0.1698 -0.7054 0.0 0.0 0.0 0.351
H -4.1347 -2.9760 -1.7752 0.0 0.0 0.0 0.429
H -2.1500 -2.5442 -3.1992 0.0 0.0 0.0 0.247
C 1.0129 -0.2163 -5.7159 0.0 0.0 0.0 -0.706
H 2.5500 -0.9573 5.2299 0.0 0.0 0.0 0.427
C 1.6374 0.0402 3.5692 -0.2 -0.1 -0.2 1.338
H -2.6283 1.2850 3.2692 0.0 0.0 0.0 0.191
N 0.7583 -3.2329 0.2914 0.0 0.0 -0.1 1.058
C 1.9409 3.2465 1.5194 0.0 0.0 0.0 -2.290
H -5.4831 0.2123 -3.0044 0.0 0.0 0.0 0.389
C -0.0211 0.7060 -5.6128 0.0 0.0 0.0 -0.909
C -0.5057 1.1942 3.6263 0.0 0.0 0.0 1.368
C 2.7214 -1.9591 -0.4004 0.0 0.1 -0.1 0.901
C -5.2590 0.0213 -0.8793 0.0 0.0 0.0 -0.753
H -1.2151 -1.2455 4.7425 0.0 0.0 0.0 0.478
H -2.2080 0.5385 4.8056 0.0 0.0 0.0 0.501
Cl 0.5015 -6.4372 0.9470 0.0 0.0 0.0 -0.300
H 0.4200 -1.7695 5.0582 0.0 0.0 0.0 0.438
H -2.3690 5.6185 -0.6989 0.0 0.0 0.0 0.415
C -2.9491 -3.3253 -0.0183 0.0 0.0 0.0 -1.176
C -3.1383 -3.0419 -1.3610 0.0 0.0 0.0 -0.567
Cl 3.1653 -4.4840 2.0224 0.0 0.0 0.0 -0.287
H 1.6993 5.2906 -1.9892 0.0 0.0 0.0 0.419
C 0.7574 4.8262 -1.7229 0.0 0.0 0.0 -0.571
H 2.9014 3.5395 1.9456 0.0 0.0 0.0 0.435
C -1.6739 -3.3774 0.5228 0.0 0.0 0.0 -0.324
H 2.1145 2.9345 0.4875 0.0 0.0 0.0 0.227
H -1.3114 1.7919 -4.3035 0.0 0.0 0.0 0.433
C -0.5256 1.0452 -4.3655 0.0 0.0 0.0 -0.591
H -3.1037 0.6515 -3.4066 0.0 0.0 0.0 0.222
H 2.3616 -1.4920 -4.6354 0.0 0.0 0.0 0.459
Si -0.6980 0.9276 -1.5004 -0.2 0.0 0.1 -2.721
C 2.5371 -1.0313 4.1408 0.0 0.0 0.0 -2.138
C -3.4449 0.4875 -2.3901 0.0 0.0 0.0 -0.360
H -2.0845 2.2782 4.6053 0.0 0.0 0.0 0.404
H 4.4858 -0.9274 -1.0408 0.0 0.0 0.0 0.454
H 5.0523 -2.6152 -2.7613 0.0 0.0 0.0 0.442
C -1.5241 5.0109 -1.0001 0.0 0.0 0.0 -0.722
H 2.1949 -2.0368 3.8923 0.0 0.0 0.0 0.238
C -0.9386 3.3011 2.3584 0.0 0.0 0.0 -2.003
C 3.8553 -1.7959 -1.1815 0.0 0.0 0.0 -0.397
H -1.5641 -3.5676 1.5818 0.0 0.0 0.0 0.134
H 3.5942 -4.5892 -3.0733 0.0 0.0 0.0 0.424
C -0.5578 -3.1688 -0.2828 0.1 0.1 0.0 1.176
C 4.1693 -2.7397 -2.1483 0.0 0.0 0.0 -0.753
C 0.2997 0.1265 4.0236 0.0 0.0 0.0 1.538
Cu 1.0005 -0.0105 1.2722 -0.4 0.3 0.1 -0.760
C -0.3163 5.6122 -1.3219 0.0 0.0 0.0 -0.568
H -0.5479 3.9059 1.5489 0.0 0.0 0.0 0.014
C -3.0208 0.2884 -0.0475 0.0 0.0 0.0 0.370
H 1.3188 4.1336 1.4795 0.0 0.0 0.0 0.578
H 1.4595 2.8482 -2.1223 0.0 0.0 0.0 0.460
C -4.3677 0.0456 0.1846 0.0 0.0 0.0 -0.633
H -2.3222 0.2810 0.7844 0.0 0.0 0.0 0.112
H 3.7172 1.5305 1.3120 0.0 0.0 0.0 0.473
C 1.3209 2.1415 2.3379 0.1 0.1 0.1 1.580
H -2.6040 3.1731 -0.8135 0.0 0.0 0.0 0.485
Ge 1.0839 -4.4831 1.5769 0.0 -0.1 0.0 0.680
C -4.7933 0.2370 -2.1693 0.0 0.0 0.0 -0.677
H -1.8837 2.8870 2.0034 0.0 0.0 0.0 0.236
C -1.6523 3.6279 -1.0674 0.0 0.0 0.0 -0.447
Cl 0.1222 -4.1310 3.4489 0.0 0.0 0.1 -0.318
C -2.5314 0.5215 -1.3357 0.0 0.0 0.0 0.894
C 1.0230 -0.4466 -3.3235 0.0 0.0 0.0 0.138
H 1.4115 -0.4785 -6.6882 0.0 0.0 0.0 0.383
C 3.5946 1.0272 2.2681 0.0 0.0 0.0 -2.316
C 1.8988 -3.0592 -0.5772 0.0 0.0 0.1 -1.250
H 4.2350 1.5382 2.9928 0.0 0.0 0.0 0.359
C 0.6162 3.4482 -1.7922 0.0 0.0 0.0 -0.579
H 1.5789 -4.8756 -1.6672 0.0 0.0 0.0 0.460
```
Positions in Å, forces in eV/Å.

=====

Record 2
A molecular structure, C42H44BGaO2P2 in a non-equilibrium geometry. Source: OMol25; level of theory: ωB97M-V/def2-TZVPD.

XYZ file:
```
92
Properties=species:S:1:pos:R:3:forces:R:3:mulliken_charge:R:1
C 4.5419 -1.9302 -0.3840 0.1 0.1 -0.1 -0.991
H -0.2678 -4.6419 -0.3394 -0.1 0.2 0.1 0.451
C 1.0824 0.3874 -4.7900 0.0 -0.2 0.3 -0.925
C 2.4349 2.2781 -0.9733 -0.1 0.4 -0.7 -0.100
H -2.3941 -0.0659 -4.1928 -0.3 -0.2 0.1 0.428
C 1.4476 1.6438 2.9402 0.0 0.5 0.1 -0.441
C -4.7955 -1.7938 -2.4862 -0.1 0.1 0.1 -0.591
H 6.6793 -2.0846 -0.0968 -0.4 0.2 0.1 0.415
C 3.4215 -1.1110 -0.2502 0.6 0.0 0.3 0.024
H 4.4286 -2.9347 -0.7988 0.2 0.4 0.1 0.466
H -3.5630 -2.5363 2.8036 0.3 -0.3 -0.1 0.454
H 2.4369 -1.4490 -0.5784 0.2 -0.1 0.2 0.298
Ga 0.0661 0.4064 -0.1786 -0.4 -1.4 1.0 1.685
C 2.8715 4.0466 3.1893 0.0 -0.3 -0.1 -0.879
H -4.0630 5.2436 -2.3300 0.0 -0.1 0.2 0.456
H -1.6980 -1.5677 4.1266 0.1 -0.1 -0.2 0.487
C 0.3377 2.6664 -5.1178 0.1 0.0 0.2 -0.831
H -1.7471 -3.6458 -0.3433 0.1 0.0 0.1 0.163
C 1.8315 3.5348 -0.9070 0.5 0.3 -0.4 -0.091
C 3.0029 4.1580 -2.9277 0.2 0.0 0.0 -0.482
C -2.7191 -0.0294 -2.0607 0.3 -0.4 0.3 0.625
C -4.5529 -1.3326 -1.1882 0.4 0.2 0.0 -0.771
C -0.4313 1.4114 -3.2079 0.4 -0.3 -0.4 0.207
H -3.3943 2.9140 -2.9687 0.2 0.3 0.1 0.508
H -5.2031 -1.5939 -0.3517 0.3 -0.2 -0.3 0.487
H 1.1124 3.7699 -0.1212 0.3 0.1 -0.1 0.587
H 1.8575 5.5291 -1.6593 0.2 -0.4 -0.4 0.608
C -3.4358 4.6597 -1.6622 0.0 -0.4 -0.1 -0.713
H -1.0857 -3.2186 4.2397 0.1 0.3 -0.1 0.417
C 0.3375 0.3083 -3.6154 0.0 0.4 -0.2 -0.740
C -2.8728 -3.2017 2.2616 -0.2 0.0 0.0 -1.810
H 0.0845 4.9533 -3.3331 -0.1 0.4 0.2 0.446
H 1.6787 1.6268 -6.4447 -0.2 0.0 0.2 0.429
H 1.9765 4.1805 5.1503 0.1 -0.2 -0.3 0.426
H -1.9791 4.7795 1.4287 -0.1 0.1 -0.2 0.503
P -1.3975 1.1395 -1.7213 -1.0 1.2 -1.5 2.340
H -0.0921 4.8885 -2.6154 -0.1 0.3 -0.2 -0.340
C 2.2011 2.1402 1.8633 -0.7 0.0 0.8 0.388
C -1.7959 3.1602 0.0484 -0.2 0.5 -0.6 -0.504
H 0.3277 -0.6033 -3.0069 0.0 0.1 -0.3 0.545
H 0.9357 -3.7461 3.0589 -0.1 -0.2 -0.3 0.335
H 3.2019 4.8887 -3.7222 0.0 -0.2 0.5 0.462
C -0.4108 2.6015 -3.9453 -0.3 -0.7 0.1 -0.886
C 0.4258 -4.3005 2.2595 0.2 0.0 0.2 -1.872
H 3.4513 4.9665 3.2898 -0.2 -0.3 0.0 0.439
H -2.8258 -4.1634 2.7869 -0.1 0.2 -0.1 0.383
C 3.5263 2.8654 -3.0419 -0.3 0.0 0.1 -0.774
H -0.1994 -5.0780 2.7088 0.2 0.0 0.0 0.396
C -3.0449 5.1680 -0.4227 0.2 0.0 0.0 -0.654
H -3.1732 -0.2086 0.0546 -0.3 0.0 -0.3 0.405
H -1.6024 -5.0634 0.7317 0.1 0.3 -0.2 0.443
P 2.1145 1.1577 0.3765 2.3 1.8 -0.3 2.030
C 3.5791 0.1566 0.3199 -0.3 -1.2 -0.3 0.503
C -4.0388 -1.3408 -3.5684 0.0 0.0 0.1 -0.774
H 0.7622 2.0016 4.9564 0.3 0.2 -0.3 0.471
H 4.9209 1.6794 1.0701 0.1 -0.3 0.0 0.417
H 1.1918 -4.7792 1.6306 -0.3 0.1 0.2 0.443
O -1.5982 -1.3368 1.5437 1.7 0.8 -1.4 -0.605
H -3.2742 -3.3600 1.2519 0.1 0.0 0.3 0.305
C 2.2188 4.5074 -1.8232 -0.3 0.1 0.0 -1.526
H 4.1521 2.5790 -3.8903 -0.2 0.2 0.2 0.470
H -0.9742 3.4533 -3.5861 0.0 -0.4 -0.3 0.870
C 1.3661 2.3784 4.1248 0.1 0.0 0.0 -0.722
H 3.5582 3.6784 1.1709 -0.2 0.0 0.2 0.481
C -2.1312 2.6924 -1.2296 -0.1 -0.2 0.7 0.401
C 1.0880 1.5692 -5.5324 -0.1 -0.1 0.0 -0.615
C -3.0317 3.3818 -2.0523 0.3 0.2 0.3 -0.478
O 0.4052 -2.4026 0.8326 -0.8 2.2 -0.4 -0.773
C -0.4378 -3.3866 1.4026 -0.4 -1.8 1.0 1.227
H 1.6464 -0.4864 -5.1111 0.0 0.3 0.0 0.463
C -1.4895 -2.5675 2.2250 -0.6 -1.7 1.2 1.555
H -5.5871 -2.5241 -2.6455 0.1 0.3 -0.1 0.452
C -3.4634 -0.4908 -0.9626 -0.1 0.0 -0.2 -0.560
H -3.3509 6.1666 -0.1278 0.0 -0.1 0.0 0.440
H 6.9211 0.1963 0.8978 -0.3 -0.2 -0.2 0.457
H -1.1858 2.5389 0.7135 -0.1 0.3 0.0 0.276
C -1.0586 -4.2168 0.2894 -0.1 -0.3 -0.1 -1.863
C -2.9960 -0.4454 -3.3661 0.0 0.1 0.2 -0.554
B -0.4136 -1.2861 0.8319 -0.1 -0.2 -0.1 1.076
H 0.3355 3.5863 -5.6965 0.1 -0.2 0.0 0.463
C 3.2607 1.9209 -2.0493 0.1 0.2 0.2 -0.695
C 4.8301 0.6613 0.6924 0.0 -0.4 0.1 -0.330
C 2.9430 3.3216 1.9965 -0.1 0.0 0.2 -0.213
C -1.0277 -2.2917 3.6492 -0.1 -0.1 0.4 -1.919
H -0.0007 -1.9103 3.6964 -0.2 0.0 0.0 0.236
C 2.0666 3.5861 4.2389 -0.1 -0.1 -0.1 -0.664
C -2.2518 4.4160 0.4415 0.1 -0.3 0.2 -0.687
H 0.9115 0.6966 2.8317 0.1 0.2 0.2 0.157
C 5.7949 -1.4517 0.0203 0.0 -0.1 0.0 -0.535
C 5.9466 -0.1689 0.5652 -0.4 0.1 -0.1 -0.834
H -4.2711 -1.6588 -4.5773 0.0 -0.1 0.1 0.450
H 3.7124 0.9224 -2.0908 -0.2 0.5 0.0 0.394
```
Positions in Å, forces in eV/Å.

Calculated values
Charge: +2

=====

LUMO energy across the listed records, respectively: 0.14; -6.93 eV.
ΔE to the lowest compared entry with this formula, charge and spin across the listed records, respectively: 0.2009; 0.8970 eV.
HOMO-LUMO gap across the listed records, respectively: 8.3048; 7.2656 eV.